1.
Below is an isolated ion of composition C21H27N6O and charge +1, with properties calculated with ωB97M-V/def2-TZVPD.

As for the electronic energy: -33196.075 eV. The max |F| is 1.77 eV/A. Its net charge is +1. As for the SMILES: COc1ccccc1N1CC[NH+](Cc2nnnn2CCc2ccccc2)CC1.

XYZ file:
```
55
Properties=species:S:1:pos:R:3:forces:R:3:lowdin_charge:R:1
C 2.7077 2.5947 0.9909 0.018 0.256 0.034 -0.066
H 3.4667 2.7201 1.7664 -0.011 -0.011 -0.021 0.105
H 1.7393 2.8942 1.3898 0.071 0.052 -0.017 0.081
H 2.9559 3.2229 0.1305 0.004 -0.022 0.049 0.102
O 2.5638 1.2398 0.6211 0.195 -0.476 -0.157 -0.137
C 3.7011 0.5296 0.2981 -0.048 -0.043 -0.006 -0.194
C 4.9275 1.1356 0.0585 -0.121 0.128 0.051 -0.017
C 6.0357 0.3877 -0.2965 0.008 -0.047 0.008 -0.072
C 5.9345 -0.9861 -0.4054 0.031 0.013 -0.084 -0.076
C 4.7236 -1.6002 -0.1525 0.016 0.194 0.012 -0.019
C 3.5916 -0.8681 0.1948 0.187 0.109 0.054 -0.155
N 2.4077 -1.5902 0.4432 -0.112 -0.019 -0.002 -0.100
C 1.8906 -2.4718 -0.5625 -0.178 0.135 -0.215 -0.125
C 0.7165 -1.8225 -1.3196 0.735 -0.416 -0.390 -0.069
N -0.3382 -1.4722 -0.3466 -0.282 -0.388 0.163 -0.109
H -0.6031 -2.3197 0.2015 0.102 0.159 -0.163 0.150
C 0.1964 -0.5159 0.6529 0.530 0.387 0.825 -0.086
C 1.3968 -1.1608 1.3644 -0.221 0.160 0.035 -0.114
H 1.8194 -0.4507 2.0712 -0.150 -0.073 0.005 0.141
H 1.0421 -2.0363 1.9263 -0.028 0.044 0.041 0.141
H -0.5886 -0.2799 1.3714 -0.087 -0.086 -0.145 0.127
H 0.5150 0.3933 0.1409 -0.144 -0.149 -0.078 0.124
C -1.6157 -1.0163 -0.9497 -0.403 0.279 -0.382 -0.016
C -2.6966 -1.5547 -0.0795 -0.557 -0.271 0.402 -0.267
N -2.4187 -2.3951 0.8999 0.696 0.559 -0.767 0.069
N -3.5781 -2.7169 1.4560 -0.037 -0.721 0.896 -0.001
N -4.5317 -2.1357 0.8760 -1.437 0.315 -0.151 0.077
N -4.0357 -1.3874 -0.1141 1.701 -0.474 0.030 -0.057
C -4.8715 -0.5590 -0.9391 -0.648 0.519 -0.052 -0.101
H -5.8232 -1.0802 -1.0572 0.158 -0.018 -0.107 0.136
H -4.3915 -0.4389 -1.9133 -0.064 -0.076 0.071 0.133
C -5.1004 0.8055 -0.2705 0.131 -0.107 -0.129 -0.111
C -3.7953 1.5259 -0.0769 -0.104 0.039 0.014 -0.251
C -3.1507 1.5109 1.1541 -0.027 0.021 -0.021 -0.041
C -1.9290 2.1445 1.3152 0.032 0.030 0.006 -0.084
C -1.3355 2.7906 0.2434 0.056 0.018 0.015 -0.088
C -1.9689 2.8071 -0.9894 0.048 0.017 -0.085 -0.074
C -3.1914 2.1773 -1.1480 -0.026 -0.003 0.079 -0.051
H -3.6927 2.2086 -2.1045 -0.069 0.022 -0.138 0.122
H -1.5185 3.3243 -1.8229 0.044 0.064 -0.080 0.111
H -0.3927 3.2997 0.3696 0.099 0.066 0.011 0.095
H -1.4499 2.1471 2.2828 0.052 0.005 0.116 0.113
H -3.6173 1.0218 1.9973 -0.072 -0.067 0.094 0.123
H -5.7640 1.3868 -0.9105 -0.064 -0.004 0.026 0.128
H -5.5941 0.6492 0.6894 -0.055 -0.006 -0.053 0.124
H -1.6427 0.0764 -1.0101 0.119 -0.117 0.040 0.122
H -1.7114 -1.4235 -1.9622 0.141 0.047 0.121 0.150
H 0.3166 -2.5166 -2.0604 -0.145 0.069 0.067 0.140
H 1.0487 -0.9079 -1.8158 -0.115 -0.005 0.033 0.152
H 2.6736 -2.7231 -1.2768 -0.131 -0.046 0.010 0.131
H 1.5364 -3.4005 -0.0944 0.016 -0.032 -0.086 0.140
H 4.6480 -2.6755 -0.2030 -0.019 -0.133 0.044 0.118
H 6.7942 -1.5797 -0.6712 0.092 -0.066 -0.023 0.109
H 6.9738 0.8850 -0.4833 0.097 0.054 -0.012 0.110
H 5.0238 2.2065 0.1306 -0.023 0.117 0.019 0.107
```
Positions in Å, forces in eV/Å.

2.
Below is C28H54O23PS4Tl as an isolated structure, with properties calculated with ωB97M-V/def2-TZVPD.

As for the electronic energy: -134318.515 eV. The max |F| is 7.15 eV/A. Its net charge is 0.

XYZ file:
```
111
Properties=species:S:1:pos:R:3:forces:R:3:lowdin_charge:R:1
Tl 17.1834 -8.9667 -4.6371 -0.166 0.500 -0.114 1.116
P 18.5112 -11.1600 -2.6265 0.817 -0.591 0.090 0.174
O 17.0450 -11.4542 -3.2895 2.551 0.037 1.856 -0.209
O 19.2535 -10.7363 -3.9707 -0.429 -1.061 1.567 -0.280
O 19.2593 -12.0971 -1.5898 -2.635 2.525 -3.407 -0.336
O 18.1171 -9.7239 -2.1083 -0.013 -1.180 -0.032 -0.218
C 21.4445 -13.8955 -4.8912 0.262 1.429 -0.466 0.012
C 22.2269 -12.5387 -4.7810 -2.586 -3.579 -0.424 -0.343
C 22.2017 -12.0094 -3.4116 -0.740 1.751 -0.072 -0.119
O 23.4387 -12.4152 -2.8144 -3.107 0.982 2.042 0.130
C 24.1498 -12.9220 -3.7408 6.508 -0.991 -1.272 -0.593
O 25.3406 -13.2139 -3.5778 -3.019 0.134 -0.611 0.119
O 23.5460 -12.9369 -4.9365 1.417 0.481 -1.114 0.110
H 21.7999 -14.4684 -4.0347 -0.397 -0.344 -0.091 0.090
H 21.7161 -14.3892 -5.8243 0.053 -0.108 0.088 0.091
H 20.3691 -13.7183 -4.9013 0.008 -0.192 0.378 0.051
H 21.7929 -11.7484 -5.3936 0.740 -0.366 -0.957 0.135
H 21.2671 -12.2450 -2.9026 0.515 -0.024 0.645 0.109
H 22.2162 -10.9738 -3.7512 0.325 0.863 1.918 0.119
C 22.4537 -10.2979 -0.4149 -1.650 1.506 1.739 0.037
C 21.0941 -9.5351 0.0462 1.320 -1.348 -2.531 -0.315
C 20.2887 -10.0855 1.1496 -1.159 -2.433 1.051 -0.146
O 19.7531 -9.0461 1.9268 2.223 3.499 -1.559 0.069
C 20.4750 -7.9201 1.4509 -1.035 1.161 2.242 -0.486
O 20.3030 -6.8202 1.9236 0.370 -1.453 -1.071 0.128
O 21.3785 -8.2240 0.4772 -0.693 0.740 0.885 0.086
H 22.3480 -11.3711 -0.5740 -0.293 0.219 -0.052 0.075
H 23.0768 -10.1240 0.4624 0.439 -0.286 -0.112 0.084
H 22.9163 -9.7939 -1.2634 -0.232 -0.097 -0.034 0.071
H 20.3943 -9.5041 -0.7889 0.256 0.435 -0.559 0.106
H 20.8809 -10.6868 1.8393 -0.270 -0.671 -0.209 0.154
H 19.3640 -10.4963 0.7443 0.729 -1.274 0.068 0.112
C 18.8160 -15.2275 -2.7098 -0.719 -1.573 0.026 -0.019
C 19.8177 -15.4579 -1.5842 0.413 -1.162 -0.546 -0.283
C 19.3917 -15.1321 -0.1985 -0.914 3.544 0.188 -0.112
O 19.9875 -16.0487 0.7163 -0.267 1.970 -0.206 0.158
C 20.1044 -17.0861 -0.0432 1.699 -6.899 0.764 -0.628
O 20.3422 -18.2472 0.3044 -0.465 2.610 0.230 0.110
O 19.9615 -16.8685 -1.3228 -0.250 0.079 -2.677 0.096
H 18.0779 -16.0175 -2.5715 -0.801 0.318 0.676 0.088
H 19.1096 -15.6197 -3.6835 1.031 0.692 -0.133 0.082
H 18.3368 -14.2525 -2.7993 0.339 -0.013 0.268 0.059
H 20.8151 -15.1333 -1.8804 0.054 0.482 0.328 0.149
H 18.3092 -15.2295 -0.1153 0.005 -0.062 0.029 0.129
H 19.6700 -14.0867 -0.0648 -0.054 -0.071 0.997 0.130
C 14.6089 -14.5318 -2.5808 0.361 1.466 -0.234 0.020
C 14.6366 -13.3975 -3.6505 2.313 -1.450 1.034 -0.328
C 15.6260 -13.7387 -4.7644 1.700 1.570 -0.638 -0.109
O 14.8633 -13.7067 -5.9570 -0.143 -1.228 0.459 0.060
C 13.6016 -13.4370 -5.6044 -1.441 0.525 -3.986 -0.575
O 12.7608 -13.2500 -6.4532 0.408 -0.318 1.394 0.148
O 13.4507 -13.3496 -4.3137 -2.842 0.128 0.305 0.119
H 13.6972 -14.4392 -1.9905 0.081 -0.244 0.042 0.085
H 15.4825 -14.4031 -1.9417 -0.023 0.033 0.211 0.062
H 14.7227 -15.5161 -3.0348 -0.392 0.095 -0.160 0.093
H 14.8564 -12.3762 -3.3396 0.160 -0.344 0.808 0.114
H 16.2705 -14.6059 -4.6202 -0.583 -0.483 -0.172 0.134
H 16.2941 -12.9067 -4.9867 0.446 0.130 0.881 0.073
C 15.2937 -13.6542 0.9818 -1.516 -2.036 -0.244 -0.026
C 16.6865 -13.2151 0.7247 -1.503 1.042 -1.645 -0.328
C 16.8271 -11.6820 0.6749 0.003 -1.095 -0.379 -0.122
O 17.5419 -11.5117 1.8347 2.232 0.980 3.597 0.033
C 17.9905 -12.6838 2.4635 3.472 0.262 0.822 -0.439
O 18.8785 -12.8402 3.3275 -3.848 1.540 -2.843 0.122
O 17.4766 -13.6976 1.7852 -0.021 -0.288 0.003 0.092
H 14.8570 -13.4825 1.9656 0.669 0.257 0.261 0.103
H 15.3565 -14.7330 0.8394 -0.343 -0.371 0.469 0.092
H 14.4697 -13.4145 0.3099 0.536 0.725 -0.571 0.074
H 17.0725 -13.6127 -0.2139 -0.045 -0.224 0.083 0.122
H 15.9192 -11.0790 0.6898 -0.363 -0.499 0.434 0.117
H 17.3602 -11.3200 -0.2042 0.478 -0.200 0.195 0.078
C 14.9476 -8.9417 -0.8196 1.527 0.604 0.854 -0.289
S 13.7978 -8.6535 -2.1390 1.493 -2.705 -1.440 0.926
O 14.5744 -8.8956 -3.4383 -0.256 1.250 0.860 -0.650
C 13.1668 -10.3709 -1.9405 -1.692 0.474 0.143 -0.217
H 14.4957 -9.2797 0.1130 -0.356 -0.034 -0.250 0.061
H 15.5659 -8.0863 -0.5472 -0.242 0.272 -0.300 0.035
H 15.6485 -9.6816 -1.2059 -0.144 -0.190 -0.005 0.032
H 12.1234 -10.1159 -2.1262 -0.392 -1.075 0.120 0.040
H 13.2978 -10.8649 -0.9777 -0.123 0.565 0.224 0.051
H 13.5128 -11.0906 -2.6825 0.221 0.840 -0.362 0.038
C 21.8213 -8.5153 -6.0005 -1.223 0.699 0.124 -0.215
S 20.9804 -7.1045 -5.0155 -1.004 -1.138 0.291 0.877
O 19.5011 -7.0494 -5.3006 0.842 -0.253 -0.511 -0.643
C 21.0323 -7.8837 -3.3285 1.083 0.710 -0.711 -0.233
H 21.8890 -8.2563 -7.0571 0.767 1.045 0.211 0.043
H 21.1814 -9.3776 -6.1876 -0.215 -0.372 1.319 0.031
H 22.7634 -8.6922 -5.4816 -0.014 -0.231 -0.376 0.048
H 22.0145 -7.6020 -2.9489 0.465 -0.736 -0.064 0.052
H 20.8327 -8.9511 -3.4228 0.031 0.191 0.309 0.020
H 20.4137 -7.3416 -2.6132 -0.659 -0.122 -0.619 0.023
C 18.1873 -6.5393 -0.8890 0.241 -1.084 0.369 -0.244
S 18.1948 -5.5436 -2.4263 -0.560 -2.296 -0.160 0.905
O 17.3940 -6.5364 -3.3420 0.470 2.475 1.783 -0.682
C 17.4107 -3.9964 -1.7131 -0.463 -1.143 -0.985 -0.216
H 18.7027 -7.4635 -1.1506 0.029 -0.030 -0.442 0.010
H 17.1910 -6.8897 -0.6191 -0.296 0.483 -0.497 0.038
H 18.6530 -6.2932 0.0652 0.268 1.201 -0.311 0.056
H 16.6806 -3.6060 -2.4220 0.093 -0.015 -0.058 0.051
H 18.2804 -3.3398 -1.6885 -0.221 0.050 0.456 0.045
H 16.9130 -4.2328 -0.7726 0.310 0.260 -0.007 0.048
C 18.7437 -12.5132 -6.8355 -0.182 -0.374 -0.052 -0.245
S 17.1021 -12.0771 -7.5675 1.329 0.677 -0.570 0.879
O 16.5580 -10.9723 -6.7321 -0.260 0.117 0.501 -0.627
C 17.7016 -11.2367 -9.0810 0.153 0.781 0.409 -0.237
H 18.4994 -12.7726 -5.8054 -0.020 0.045 0.004 0.015
H 19.5504 -11.7803 -6.8235 -0.483 0.579 -0.143 0.053
H 19.1685 -13.3968 -7.3120 -0.336 -0.172 -0.179 0.058
H 17.9686 -10.1995 -8.8784 0.364 -0.026 0.988 0.054
H 16.8840 -11.0055 -9.7637 -0.016 -1.168 -0.346 0.054
H 18.6159 -11.7094 -9.4398 -0.501 -0.302 -0.532 0.053
```
Positions in Å, forces in eV/Å.